Entry 1:
{"formula": "C22H32N2O6", "method": "wB97M-V/def2-TZVPD", "species": ["C", "C", "C", "C", "O", "C", "C", "C", "C", "C", "C", "O", "C", "C", "H", "H", "H", "H", "H", "H", "C", "C", "C", "O", "O", "C", "C", "O", "N", "C", "O", "N", "H", "C", "H", "C", "C", "H", "H", "H", "C", "H", "H", "H", "H", "H", "H", "H", "H", "H", "H", "H", "H", "H", "H", "H", "H", "H", "H", "H", "H", "H"], "xyz": [[8.548, -0.228, -3.948], [7.546, -1.375, -4.004], [6.122, -0.865, -4.210], [5.116, -2.016, -4.276], [3.796, -1.570, -4.507], [3.084, -1.006, -3.506], [3.474, -0.915, -2.176], [2.652, -0.332, -1.231], [1.410, 0.188, -1.590], [1.012, 0.095, -2.934], [1.818, -0.490, -3.888], [1.533, -0.610, -5.210], [0.255, -0.244, -5.691], [-0.821, -1.270, -5.350], [-1.765, -0.972, -5.795], [-0.536, -2.243, -5.741], [-0.950, -1.359, -4.274], [0.385, -0.192, -6.776], [-0.026, 0.754, -5.331], [0.051, 0.502, -3.204], [0.518, 0.818, -0.653], [0.705, 0.996, 0.667], [-0.306, 1.669, 1.465], [-1.350, 2.135, 1.052], [0.052, 1.731, 2.765], [-0.784, 2.465, 3.647], [-1.946, 1.637, 4.211], [-2.037, 1.412, 5.402], [-2.827, 1.229, 3.272], [-4.009, 0.451, 3.436], [-4.690, 0.220, 2.466], [-4.235, 0.029, 4.685], [-3.601, 0.334, 5.417], [-5.438, -0.677, 5.055], [-5.162, -1.625, 5.528], [-6.316, 0.142, 6.011], [-6.761, 1.442, 5.348], [-7.326, 1.230, 4.443], [-7.390, 2.017, 6.023], [-5.902, 2.051, 5.078], [-7.522, -0.690, 6.436], [-8.127, -0.948, 5.570], [-8.142, -0.130, 7.133], [-7.206, -1.610, 6.922], [-5.721, 0.384, 6.899], [-5.982, -0.887, 4.131], [-2.666, 1.522, 2.306], [-0.146, 2.777, 4.477], [-1.193, 3.340, 3.125], [1.580, 0.665, 1.201], [-0.413, 1.196, -1.062], [2.985, -0.282, -0.208], [4.428, -1.307, -1.861], [5.169, -2.632, -3.370], [5.341, -2.653, -5.136], [5.852, -0.188, -3.396], [6.062, -0.300, -5.142], [7.596, -1.946, -3.074], [7.810, -2.049, -4.821], [8.528, 0.341, -4.875], [9.555, -0.608, -3.801], [8.312, 0.446, -3.128]], "atomic_forces_ev_per_a": [[-0.06, -0.25, 0.01], [-0.15, 0.25, -0.01], [-0.13, -0.38, 0.03], [0.49, 0.12, 0.07], [-0.39, 0.15, 0.02], [-0.30, 0.09, -0.10], [0.15, -0.14, -0.22], [-0.39, 0.19, -0.03], [0.61, -0.38, -0.40], [0.03, 0.03, 0.07], [0.34, -0.15, -0.09], [0.27, -0.08, 0.22], [-0.46, -0.01, -0.11], [0.38, 0.19, 0.01], [-0.12, 0.02, -0.03], [-0.01, -0.09, -0.04], [-0.08, -0.03, 0.07], [-0.04, 0.08, 0.16], [0.08, -0.05, -0.07], [-0.11, 0.02, -0.09], [-0.28, 0.31, 0.84], [0.13, -0.19, -0.51], [-0.39, 0.27, -0.09], [0.14, 0.02, 0.03], [0.21, -0.27, -0.10], [-0.24, 0.39, 0.21], [0.39, 0.20, -0.17], [0.12, 0.04, 0.34], [-0.39, -0.13, -0.52], [0.49, 0.15, 0.18], [-0.30, -0.03, -0.39], [0.05, -0.07, 0.51], [0.02, 0.04, -0.23], [-0.19, -0.02, 0.12], [-0.08, 0.02, -0.08], [-0.10, -0.08, -0.25], [0.17, -0.13, 0.18], [-0.09, -0.01, -0.13], [-0.07, 0.10, 0.04], [0.03, 0.11, -0.06], [0.30, 0.13, 0.04], [-0.12, -0.05, -0.11], [-0.11, 0.01, 0.07], [-0.03, -0.14, 0.06], [0.00, -0.02, 0.00], [0.00, -0.07, 0.11], [-0.03, -0.06, 0.29], [-0.20, -0.10, -0.12], [0.10, -0.11, 0.12], [0.15, -0.07, -0.02], [-0.09, 0.04, 0.01], [0.06, 0.00, 0.12], [0.11, -0.04, -0.03], [-0.03, 0.01, -0.08], [-0.01, 0.02, 0.15], [0.00, 0.06, -0.02], [-0.04, 0.05, -0.01], [0.02, -0.09, -0.01], [0.01, -0.10, 0.02], [0.03, 0.10, -0.08], [0.13, 0.05, 0.01], [0.01, 0.11, 0.07]], "energy_ha": -1418.50880, "lumo_ev": -0.19, "max_force_ha_per_bohr": 0.0182, "e_above_lowest_ev": 0.893, "orbital_gap_ev": 7.9, "multiplicity": 1}

=====

Entry 2:
{"formula": "C22H32N2O6", "method": "wB97M-V/def2-TZVPD", "species": ["C", "C", "C", "C", "O", "C", "C", "C", "C", "C", "C", "O", "C", "C", "H", "H", "H", "H", "H", "H", "C", "C", "C", "O", "O", "C", "C", "O", "N", "C", "O", "N", "H", "C", "H", "C", "C", "H", "H", "H", "C", "H", "H", "H", "H", "H", "H", "H", "H", "H", "H", "H", "H", "H", "H", "H", "H", "H", "H", "H", "H", "H"], "xyz": [[8.914, 0.017, 0.379], [7.530, -0.572, 0.145], [6.794, -0.822, 1.459], [5.388, -1.371, 1.239], [4.604, -0.342, 0.666], [3.301, -0.581, 0.358], [2.670, -1.802, 0.588], [1.337, -1.999, 0.298], [0.570, -0.968, -0.245], [1.208, 0.249, -0.498], [2.547, 0.468, -0.217], [2.982, 1.733, -0.476], [4.329, 1.990, -0.837], [4.730, 1.286, -2.129], [5.726, 1.604, -2.426], [4.731, 0.207, -1.991], [4.029, 1.533, -2.922], [5.011, 1.724, -0.025], [4.352, 3.075, -0.979], [0.653, 1.072, -0.921], [-0.829, -1.103, -0.567], [-1.611, -2.178, -0.374], [-3.014, -2.140, -0.759], [-3.589, -1.223, -1.299], [-3.656, -3.287, -0.413], [-5.021, -3.347, -0.794], [-5.802, -2.106, -0.358], [-6.679, -1.629, -1.044], [-5.449, -1.657, 0.875], [-5.646, -0.354, 1.416], [-5.029, -0.045, 2.409], [-6.537, 0.392, 0.756], [-6.908, 0.015, -0.111], [-6.633, 1.816, 0.972], [-6.117, 2.035, 1.910], [-6.001, 2.615, -0.177], [-6.154, 4.108, 0.100], [-5.749, 4.690, -0.724], [-7.201, 4.373, 0.225], [-5.619, 4.380, 1.008], [-4.530, 2.243, -0.352], [-4.073, 2.868, -1.115], [-4.421, 1.204, -0.657], [-3.991, 2.385, 0.583], [-6.537, 2.369, -1.101], [-7.689, 2.085, 1.076], [-4.731, -2.169, 1.376], [-5.112, -3.434, -1.882], [-5.430, -4.240, -0.316], [-1.270, -3.099, 0.069], [-1.298, -0.233, -1.012], [0.895, -2.961, 0.500], [3.230, -2.617, 1.018], [4.952, -1.681, 2.199], [5.425, -2.240, 0.568], [7.353, -1.537, 2.066], [6.717, 0.112, 2.019], [7.623, -1.515, -0.400], [6.942, 0.111, -0.468], [8.841, 0.969, 0.900], [9.423, 0.183, -0.567], [9.520, -0.656, 0.982]], "atomic_forces_ev_per_a": [[-0.18, -0.09, -0.15], [0.09, 0.07, 0.29], [-0.37, -0.09, -0.45], [0.33, -0.23, 0.38], [-0.22, 0.27, -0.15], [-0.16, 0.18, -0.12], [0.18, -0.03, 0.06], [-0.18, 0.20, -0.11], [0.79, 0.03, 0.18], [0.03, -0.24, 0.09], [0.05, -0.18, 0.03], [-0.24, -0.15, 0.31], [0.59, 0.14, -0.32], [-0.25, 0.13, 0.35], [0.13, 0.01, -0.04], [0.05, -0.11, -0.02], [-0.03, 0.03, -0.10], [-0.13, 0.13, -0.13], [0.03, -0.14, 0.03], [-0.06, 0.12, -0.07], [-0.80, -0.41, -0.05], [0.47, 0.27, 0.03], [-0.22, 0.40, -0.30], [0.15, -0.24, -0.07], [0.25, -0.15, 0.21], [-0.30, 0.17, -0.38], [0.03, -0.36, -0.01], [-0.15, -0.04, -0.24], [0.13, 0.06, 0.48], [-0.15, -0.58, -0.16], [0.29, 0.18, 0.34], [-0.30, 0.16, -0.41], [0.07, -0.12, 0.18], [0.03, 0.24, -0.08], [-0.10, 0.06, -0.05], [0.11, 0.05, 0.27], [-0.09, -0.29, -0.14], [0.04, 0.11, -0.05], [-0.11, 0.11, 0.04], [0.08, 0.07, 0.13], [-0.26, -0.04, -0.08], [0.09, 0.05, -0.09], [0.09, -0.08, -0.02], [0.10, 0.03, 0.13], [-0.02, 0.00, 0.01], [0.09, 0.04, 0.07], [-0.11, 0.18, -0.10], [-0.05, 0.07, 0.21], [0.04, 0.10, -0.05], [0.14, -0.07, 0.07], [-0.09, 0.05, -0.04], [-0.04, -0.13, 0.03], [0.08, -0.04, 0.03], [-0.02, 0.00, -0.14], [-0.06, 0.05, 0.06], [0.00, -0.01, 0.07], [0.02, 0.00, 0.12], [-0.07, -0.01, -0.07], [-0.05, -0.04, -0.09], [0.05, 0.11, 0.06], [0.13, 0.05, -0.04], [0.12, -0.03, 0.07]], "energy_ha": -1418.50661, "lumo_ev": -0.14, "max_force_ha_per_bohr": 0.0176, "e_above_lowest_ev": 0.952, "orbital_gap_ev": 8.1, "multiplicity": 1}

=====

Entry 3:
{"formula": "C22H32N3O2", "method": "wB97M-V/def2-TZVPD", "species": ["C", "H", "C", "C", "H", "H", "C", "N", "C", "O", "C", "N", "C", "C", "N", "C", "C", "H", "H", "H", "H", "C", "C", "C", "C", "C", "C", "C", "C", "C", "C", "C", "H", "H", "H", "O", "C", "H", "H", "H", "H", "H", "H", "H", "H", "H", "H", "H", "H", "H", "H", "H", "H", "H", "H", "H", "H", "H", "H"], "xyz": [[6.023, 2.979, 1.327], [5.539, 3.573, 2.098], [4.987, 2.274, 0.461], [4.067, 3.277, -0.234], [4.663, 3.932, -0.870], [3.577, 3.900, 0.517], [3.004, 2.602, -1.104], [2.076, 1.837, -0.298], [1.897, 0.527, -0.203], [1.093, 0.078, 0.625], [2.715, -0.375, -1.130], [2.528, -1.795, -1.016], [2.849, -2.448, 0.237], [1.625, -3.176, 0.824], [0.412, -2.429, 0.453], [0.154, -2.560, -0.995], [1.498, -2.462, -1.759], [1.344, -1.952, -2.710], [1.862, -3.471, -1.983], [-0.325, -3.521, -1.193], [-0.533, -1.764, -1.286], [-0.772, -2.781, 1.273], [-1.976, -1.971, 0.871], [-2.020, -0.622, 1.132], [-3.131, 0.152, 0.756], [-3.201, 1.540, 1.012], [-4.294, 2.261, 0.645], [-5.392, 1.640, -0.002], [-5.349, 0.290, -0.267], [-4.226, -0.474, 0.103], [-4.155, -1.860, -0.150], [-3.059, -2.588, 0.219], [-3.026, -3.650, 0.024], [-4.987, -2.343, -0.641], [-6.167, -0.214, -0.756], [-6.411, 2.470, -0.307], [-7.559, 1.942, -0.932], [-8.039, 1.183, -0.307], [-8.236, 2.783, -1.062], [-7.320, 1.513, -1.910], [-4.366, 3.320, 0.838], [-2.372, 2.019, 1.512], [-1.197, -0.134, 1.634], [-0.973, -3.849, 1.154], [-0.519, -2.584, 2.317], [1.546, -4.195, 0.438], [1.703, -3.224, 1.911], [3.214, -1.702, 0.945], [3.652, -3.179, 0.076], [0.649, -1.382, 0.602], [2.501, -0.092, -2.164], [3.773, -0.162, -0.938], [1.538, 2.388, 0.364], [2.433, 3.366, -1.639], [3.479, 1.953, -1.838], [5.499, 1.669, -0.292], [4.392, 1.603, 1.087], [6.672, 2.253, 1.810], [6.639, 3.639, 0.722]], "atomic_forces_ev_per_a": [[-0.09, -0.22, -0.08], [-0.01, 0.08, 0.10], [-0.02, 0.32, 0.03], [0.02, -0.48, -0.12], [-0.01, 0.11, -0.01], [-0.03, 0.11, 0.00], [0.33, 0.41, -0.09], [-0.27, 0.30, 0.28], [0.11, 0.08, -0.16], [-0.12, -0.16, 0.17], [0.15, -0.19, 0.00], [-0.14, 0.34, 0.15], [0.25, -0.14, -0.04], [0.56, -0.13, 0.12], [0.04, 0.40, 0.18], [0.10, 0.07, -0.72], [-0.12, -0.16, -0.04], [-0.02, -0.09, 0.00], [-0.11, 0.03, -0.09], [-0.05, 0.04, 0.11], [0.03, -0.08, 0.12], [-0.54, 0.03, 0.28], [0.12, 0.16, 0.14], [-0.01, -0.28, 0.00], [-0.22, -0.23, -0.18], [-0.20, 0.21, -0.04], [0.09, 0.00, 0.04], [0.03, -0.37, -0.08], [-0.38, 0.40, -0.09], [0.38, 0.12, 0.20], [0.08, -0.12, -0.01], [-0.11, 0.05, -0.03], [-0.02, -0.13, -0.03], [-0.09, -0.07, -0.05], [-0.12, 0.00, -0.06], [0.35, 0.12, 0.19], [-0.25, -0.12, -0.14], [0.04, 0.02, -0.02], [0.03, -0.10, -0.01], [0.01, 0.01, 0.05], [0.02, 0.13, 0.04], [0.07, 0.09, 0.06], [0.10, 0.07, 0.09], [0.12, 0.07, 0.01], [0.12, -0.08, -0.10], [-0.10, 0.06, 0.04], [-0.10, -0.02, -0.06], [-0.02, -0.06, 0.00], [-0.08, 0.02, 0.18], [-0.09, -0.44, -0.10], [0.12, 0.08, 0.04], [-0.08, 0.16, -0.11], [-0.03, -0.22, -0.03], [0.07, -0.16, -0.07], [-0.06, 0.03, -0.03], [-0.03, -0.09, -0.04], [-0.01, -0.09, -0.03], [0.11, 0.01, 0.09], [0.10, 0.09, -0.02]], "energy_ha": -1172.07274, "lumo_ev": -1.96, "max_force_ha_per_bohr": 0.0142, "e_above_lowest_ev": 0.078, "orbital_gap_ev": 8.5, "multiplicity": 1, "total_charge": 1}

=====

Entry 4:
{"formula": "C22H32N4O3S", "method": "wB97M-V/def2-TZVPD", "species": ["C", "O", "C", "C", "H", "C", "N", "C", "O", "C", "H", "H", "S", "C", "N", "C", "C", "C", "C", "C", "C", "C", "O", "N", "C", "C", "C", "N", "C", "C", "C", "C", "C", "H", "H", "H", "H", "H", "H", "H", "H", "H", "H", "H", "H", "H", "H", "H", "H", "H", "H", "H", "H", "H", "H", "H", "H", "H", "H", "H", "H", "H"], "xyz": [[-1.800, -1.155, -3.000], [-2.693, -0.186, -2.517], [-2.067, 1.020, -2.146], [-3.151, 1.987, -1.681], [-3.809, 1.443, -1.000], [-2.585, 3.220, -0.982], [-1.926, 2.872, 0.256], [-0.642, 3.183, 0.511], [0.051, 3.880, -0.198], [-0.129, 2.587, 1.820], [-0.926, 2.354, 2.521], [0.605, 3.259, 2.262], [0.803, 1.060, 1.486], [-0.491, -0.084, 1.162], [-1.709, 0.295, 1.351], [-2.720, -0.579, 1.050], [-4.049, -0.178, 1.229], [-5.072, -1.034, 0.892], [-4.802, -2.300, 0.374], [-3.501, -2.711, 0.202], [-2.449, -1.859, 0.542], [-1.067, -2.279, 0.362], [-0.711, -3.360, -0.061], [-0.114, -1.314, 0.722], [1.284, -1.660, 0.544], [1.817, -1.221, -0.819], [3.337, -1.408, -0.871], [3.980, -0.671, 0.199], [5.187, -1.277, 0.724], [6.403, -1.116, -0.197], [6.647, 0.368, -0.456], [5.380, 1.006, -1.019], [4.196, 0.738, -0.081], [3.281, 1.160, -0.498], [4.381, 1.231, 0.879], [5.171, 0.589, -2.007], [5.513, 2.083, -1.134], [7.480, 0.501, -1.150], [6.911, 0.858, 0.484], [6.214, -1.630, -1.142], [7.279, -1.573, 0.267], [4.992, -2.334, 0.919], [5.401, -0.790, 1.682], [3.691, -1.117, -1.871], [3.557, -2.470, -0.737], [1.353, -1.815, -1.608], [1.570, -0.171, -0.985], [1.879, -1.187, 1.328], [1.353, -2.747, 0.635], [-3.259, -3.685, -0.194], [-5.618, -2.954, 0.109], [-6.097, -0.720, 1.027], [-4.253, 0.802, 1.636], [-2.348, 2.139, 0.816], [-1.847, 3.726, -1.609], [-3.402, 3.920, -0.768], [-3.745, 2.295, -2.542], [-1.510, 1.442, -2.997], [-1.344, 0.835, -1.336], [-1.266, -0.797, -3.889], [-1.063, -1.436, -2.238], [-2.397, -2.027, -3.258]], "atomic_forces_ev_per_a": [[0.03, 0.01, -0.01], [-0.22, 0.12, 0.02], [-0.07, 0.13, 0.10], [0.38, -0.13, -0.02], [-0.08, -0.01, -0.02], [-0.11, 0.10, -0.23], [-0.42, 0.02, -0.09], [-0.22, -0.11, 0.51], [0.39, 0.22, -0.21], [0.07, -0.42, -0.23], [0.04, 0.08, 0.04], [-0.05, -0.02, -0.05], [0.37, 0.23, 0.08], [-0.47, 0.53, 0.32], [0.25, 0.08, 0.26], [-0.02, -0.62, -0.23], [-0.04, -0.13, 0.00], [0.03, 0.14, 0.04], [0.03, -0.17, -0.07], [0.05, 0.00, 0.00], [-0.32, 0.29, 0.10], [0.03, 0.00, 0.04], [-0.03, -0.10, -0.09], [-0.27, -0.19, -0.03], [0.48, -0.08, -0.25], [0.19, -0.16, 0.13], [-0.31, 0.10, -0.08], [-0.02, -0.07, 0.12], [0.23, -0.19, -0.09], [-0.07, 0.15, 0.26], [-0.06, -0.14, -0.28], [-0.02, -0.01, 0.27], [0.01, 0.17, -0.25], [-0.03, 0.07, 0.07], [-0.03, 0.11, -0.01], [-0.01, 0.04, -0.07], [-0.04, 0.04, -0.08], [0.04, 0.05, 0.08], [0.07, 0.05, 0.05], [0.03, -0.07, -0.05], [0.02, -0.08, -0.03], [0.00, 0.04, 0.07], [0.06, -0.07, 0.05], [0.05, -0.11, 0.03], [0.07, -0.01, -0.05], [-0.06, 0.04, -0.02], [-0.05, 0.02, -0.06], [-0.09, -0.15, -0.04], [0.03, 0.18, 0.09], [0.00, -0.09, -0.03], [-0.06, -0.07, -0.02], [-0.08, 0.03, 0.02], [0.00, 0.10, 0.05], [0.28, 0.15, 0.00], [-0.13, 0.02, 0.06], [0.12, 0.00, -0.13], [-0.08, 0.01, 0.00], [-0.02, -0.02, 0.06], [-0.01, 0.02, -0.06], [0.00, -0.03, 0.01], [0.02, -0.01, -0.02], [0.09, -0.06, -0.03]], "energy_ha": -1700.50369, "lumo_ev": 0.46, "max_force_ha_per_bohr": 0.0152, "e_above_lowest_ev": 0.082, "orbital_gap_ev": 8.7, "multiplicity": 1}